(1)
This record from OMol25 describes a 2-piece molecular cluster, C4H14N2O overall at a distorted geometry. The level of theory is ωB97M-V/def2-TZVPD.

Properties
- net charge = 0
- HOMO energy (eV) = -9.184

Last column: Mulliken charge in e.
Element x y z (Å)
C: 1.002 2.035 0.403  -1.506
C: 0.754 0.589 0.795  0.749
C: -0.492 -0.072 0.171  -0.644
C: -0.949 0.568 -1.124  -0.531
N: -1.963 -0.338 -1.802  -0.676
N: 0.588 0.584 2.287  -0.838
H: 1.785 2.459 1.043  0.445
H: 1.379 2.162 -0.612  0.324
H: 0.080 2.595 0.577  0.349
H: 1.590 -0.097 0.604  0.260
H: -1.408 -0.115 0.757  0.274
H: -0.216 -1.096 -0.030  0.153
H: -1.508 1.501 -1.070  0.310
H: -0.129 0.801 -1.797  0.394
H: -1.956 -0.132 -2.788  0.225
H: -2.845 -0.053 -1.414  0.240
H: 0.572 -0.372 2.624  0.251
H: 1.439 0.981 2.679  0.233
H: 0.483 -3.645 -1.061  0.320
H: 0.687 -4.557 0.096  0.318
O: 1.107 -3.797 -0.338  -0.652

(2)
This record from OMol25 describes C6H11BaBiCl4O2 as an isolated structure at a distorted geometry. The level of theory is ωB97M-V/def2-TZVPD.

Properties
- net charge = -2
- HOMO energy (spin up / spin down) (eV) = -0.098 / 1.473

Last column: Mulliken charge in e.
Element x y z (Å)
Bi: 0.474 -0.611 -2.433  0.968
Cl: 1.769 -2.593 -1.886  -0.484
C: 2.265 0.665 -3.149  -1.157
C: -0.973 -1.135 -4.230  -1.215
H: 2.108 0.924 -4.196  0.336
H: 2.357 1.568 -2.518  0.319
H: 3.139 0.014 -3.022  0.299
H: -0.671 -0.411 -4.990  0.325
H: -2.030 -1.004 -3.944  0.313
H: -0.782 -2.166 -4.545  0.345
Ba: -0.579 0.496 1.387  1.319
C: -2.515 -1.420 1.814  -1.421
C: -2.452 2.349 0.339  -1.144
H: -3.510 -1.082 1.488  0.204
H: -1.967 -1.981 1.030  0.325
H: -2.494 -1.904 2.791  0.181
H: -3.210 1.596 -0.087  0.278
H: -2.191 3.176 -0.390  0.206
Cl: 1.895 -0.739 5.435  -0.244
C: 1.688 0.614 4.375  0.809
Cl: -0.238 1.144 4.485  -0.629
Cl: 2.778 1.885 4.769  -0.266
C: 1.773 0.275 2.862  -0.189
O: 1.430 -0.907 2.575  -0.715
O: 1.937 1.245 2.038  -0.764

(3)
This record from OMol25 describes a 6-piece molecular cluster, C2H16NO5 overall at a distorted geometry. The level of theory is ωB97M-V/def2-TZVPD.

Properties
- net charge = +1
- HOMO energy (eV) = -13.745

Last column: Mulliken charge in e.
Element x y z (Å)
C: 3.387 -1.648 -0.722  -0.799
C: 1.415 -2.255 -2.011  -0.099
N: 2.028 -2.112 -0.924  0.079
H: 3.348 -0.859 0.021  0.315
H: 3.869 -1.262 -1.604  0.325
H: 3.986 -2.416 -0.301  0.339
H: 1.760 -2.077 -3.020  0.264
H: 0.441 -2.732 -2.062  0.267
H: 1.537 -2.307 -0.037  0.321
H: 0.582 -0.627 1.622  0.289
H: -0.635 -1.260 0.766  0.404
O: 0.304 -1.344 1.050  -0.676
H: -2.295 0.335 0.932  0.343
H: -2.666 -0.794 -0.086  0.333
O: -2.265 -0.614 0.769  -0.706
H: -1.260 4.053 4.686  0.321
H: -0.216 4.731 5.416  0.326
O: -0.293 4.032 4.751  -0.643
H: -4.822 -0.961 -4.668  0.337
H: -4.209 -0.972 -3.270  0.297
O: -4.010 -0.773 -4.188  -0.633
H: 0.185 4.113 1.720  0.335
H: -0.481 3.986 0.328  0.317
O: 0.308 3.764 0.830  -0.655

Please write out number 3 again, unchanged.
This record from OMol25 describes a 6-piece molecular cluster, C2H16NO5 overall at a distorted geometry. The level of theory is ωB97M-V/def2-TZVPD.

Properties
- net charge = +1
- HOMO energy (eV) = -13.745

Last column: Mulliken charge in e.
Element x y z (Å)
C: 3.387 -1.648 -0.722  -0.799
C: 1.415 -2.255 -2.011  -0.099
N: 2.028 -2.112 -0.924  0.079
H: 3.348 -0.859 0.021  0.315
H: 3.869 -1.262 -1.604  0.325
H: 3.986 -2.416 -0.301  0.339
H: 1.760 -2.077 -3.020  0.264
H: 0.441 -2.732 -2.062  0.267
H: 1.537 -2.307 -0.037  0.321
H: 0.582 -0.627 1.622  0.289
H: -0.635 -1.260 0.766  0.404
O: 0.304 -1.344 1.050  -0.676
H: -2.295 0.335 0.932  0.343
H: -2.666 -0.794 -0.086  0.333
O: -2.265 -0.614 0.769  -0.706
H: -1.260 4.053 4.686  0.321
H: -0.216 4.731 5.416  0.326
O: -0.293 4.032 4.751  -0.643
H: -4.822 -0.961 -4.668  0.337
H: -4.209 -0.972 -3.270  0.297
O: -4.010 -0.773 -4.188  -0.633
H: 0.185 4.113 1.720  0.335
H: -0.481 3.986 0.328  0.317
O: 0.308 3.764 0.830  -0.655

Which formula does entry 3 have?
C2H16NO5